The following is a quantum chemistry calculation of a molecular structure, C65H144AsF6N7, from the OMol25 dataset.

```
! RIJCOSX wB97M-V def2-TZVPD def2/J DEFGRID3
* xyz 6 1
C 3.4437 1.9875 33.0243
C 2.0893 2.1508 32.2860
C 1.4541 3.3682 32.9691
N 0.7987 4.2976 31.9996
C -0.2081 3.5046 31.2845
C -0.9403 4.2872 30.2713
C 0.0437 4.8102 29.2036
C 1.1117 5.6668 29.8562
C 1.7812 4.7992 30.9665
C 0.1530 5.3849 32.7419
H 4.2202 2.6179 32.5587
H 3.8466 0.9899 32.8917
H 3.4109 2.2960 34.0431
H 1.4001 1.2690 32.4050
H 2.3483 2.2113 31.2229
H 2.1444 4.0149 33.4889
H 0.6755 3.0858 33.6665
H 0.3117 2.7140 30.7839
H -0.8062 2.9664 32.0558
H -1.5768 3.4974 29.8123
H -1.5679 5.0586 30.6803
H 0.4702 3.9108 28.7452
H -0.5839 5.3590 28.4795
H 1.9185 5.7970 29.1243
H 0.6298 6.5736 30.2331
H 2.1927 3.9062 30.5336
H 2.5102 5.4013 31.5351
H -0.5357 4.9441 33.4471
H -0.4259 6.0697 32.1191
H 0.9337 5.9210 33.3222
C 9.7135 5.4934 25.3134
C 10.8467 6.4193 25.7884
C 12.0440 5.6035 26.2400
N 13.2908 6.4160 26.6115
C 13.0452 7.0014 27.9696
C 12.9166 6.0735 29.1329
C 14.0939 5.1033 29.1073
C 14.3948 4.4722 27.7466
C 14.4738 5.4568 26.6386
C 13.6745 7.3979 25.5910
H 9.4471 4.9634 26.1778
H 10.0940 4.7400 24.6452
H 8.9020 6.0521 24.8742
H 10.3779 7.0117 26.5825
H 11.0656 7.0768 24.9368
H 12.3538 4.9241 25.4556
H 11.8223 5.0636 27.1401
H 12.1760 7.6256 27.8863
H 13.8647 7.6714 28.0447
H 11.9599 5.5375 29.2145
H 12.9408 6.7181 29.9942
H 14.0055 4.3195 29.8227
H 15.0046 5.5940 29.4036
H 13.6566 3.7251 27.4647
H 15.3638 3.9400 27.7679
H 14.5594 4.9745 25.7059
H 15.3036 6.1812 26.7650
H 12.9692 8.1736 25.3406
H 13.8128 6.8300 24.6618
H 14.6099 7.8460 25.8689
C 6.1470 13.2011 33.8875
C 5.5678 12.8511 32.5252
C 6.0967 11.4950 32.1447
N 5.6950 10.9512 30.7688
C 6.4530 9.7460 30.5125
C 6.1161 8.8793 29.2754
C 4.6444 8.5039 29.3068
C 3.8686 9.7744 29.5493
C 4.2844 10.5894 30.7554
C 5.9342 11.9883 29.6820
H 5.8502 12.4172 34.6117
H 5.7169 14.1008 34.1994
H 7.2612 13.2622 33.8667
H 5.9610 13.5648 31.7702
H 4.4834 12.8843 32.5112
H 5.8457 10.6215 32.7617
H 7.1892 11.5475 32.1575
H 6.4088 9.1360 31.4133
H 7.4938 10.0331 30.4863
H 6.7586 8.0023 29.4170
H 6.4173 9.4220 28.3649
H 4.6309 7.9609 30.2716
H 4.1959 7.8967 28.5237
H 2.8042 9.5327 29.6657
H 3.8415 10.4429 28.6668
H 4.0209 10.1509 31.6937
H 3.7413 11.5288 30.7194
H 5.8750 11.5308 28.6955
H 6.9739 12.3752 29.8457
H 5.1869 12.7921 29.8023
C 5.3801 -5.5347 26.8275
C 5.7888 -4.0536 27.2063
C 6.8304 -3.6208 26.1916
N 7.3040 -2.2016 26.3810
C 7.9871 -1.8101 25.1031
C 8.8078 -0.5340 25.1979
C 9.7219 -0.5772 26.4530
C 8.9098 -0.8731 27.7104
C 8.1521 -2.1849 27.5875
C 6.2083 -1.2631 26.5204
H 4.7683 -5.5334 25.9544
H 4.8060 -5.9812 27.6823
H 6.2661 -6.1466 26.6473
H 6.2392 -4.0038 28.2419
H 4.9625 -3.4047 27.2331
H 6.5363 -3.6770 25.1339
H 7.6965 -4.2698 26.2625
H 8.6774 -2.6495 24.8921
H 7.2237 -1.8191 24.3666
H 9.4635 -0.5582 24.3400
H 8.1612 0.3658 25.2431
H 10.5033 -1.3186 26.4153
H 10.2737 0.3650 26.5076
H 9.5042 -1.1277 28.5457
H 8.1868 -0.1008 27.9757
H 8.9307 -2.9486 27.4972
H 7.5327 -2.3667 28.4596
H 5.5813 -1.3405 25.6615
H 6.6510 -0.2773 26.5934
H 5.5760 -1.4920 27.4236
C 5.9222 3.0434 23.9154
C 5.4223 3.9440 22.7842
C 5.0973 5.3468 23.3234
N 4.8303 6.5476 22.4412
C 4.1260 7.5933 23.2264
C 3.5689 8.7404 22.4041
C 2.7119 8.1963 21.3149
C 3.5010 7.1905 20.4568
C 3.9839 6.0836 21.3116
C 6.0979 7.0352 21.8565
H 5.2652 3.2418 24.7677
H 6.9365 3.3570 24.1530
H 6.1052 1.9968 23.6283
H 4.5595 3.5046 22.2813
H 6.2416 4.0622 22.0429
H 5.9973 5.6704 23.8542
H 4.3141 5.2833 24.0833
H 3.2755 7.0655 23.6517
H 4.7911 7.9166 24.0062
H 2.9549 9.3720 23.0211
H 4.3907 9.3411 21.9622
H 1.8205 7.6758 21.7584
H 2.3127 8.9868 20.6460
H 2.8396 6.7128 19.7550
H 4.2852 7.6734 19.8869
H 3.1285 5.5767 21.7879
H 4.5298 5.3145 20.7759
H 6.4463 6.3139 21.1327
H 6.8625 7.1128 22.6230
H 5.9482 7.9301 21.3211
C 1.3555 0.3168 28.1602
C 0.9418 -0.8671 28.9604
C -0.5915 -0.9171 28.9498
N -1.2611 -2.0275 29.7520
C -2.7702 -1.7589 29.8979
C -3.4483 -1.6734 28.5541
C -3.1906 -2.9547 27.7968
C -1.7626 -3.4196 27.7390
C -1.0859 -3.3590 29.1248
C -0.7509 -2.0841 31.1671
H 0.9376 1.2227 28.6549
H 1.0950 0.1994 27.0952
H 2.4201 0.5721 28.2084
H 1.3054 -0.7282 29.9592
H 1.3183 -1.8301 28.6537
H -0.8502 -1.1218 27.8959
H -0.9306 0.0692 29.2098
H -2.8889 -0.8568 30.4817
H -3.1538 -2.5290 30.5749
H -3.0578 -0.7361 28.0962
H -4.4999 -1.5834 28.6973
H -3.5340 -2.9830 26.7744
H -3.7696 -3.6464 28.3691
H -1.1428 -2.9654 26.9772
H -1.8103 -4.5070 27.5044
H -0.0094 -3.5252 29.0120
H -1.5144 -4.1153 29.8155
H 0.2663 -2.4147 31.2085
H -1.4557 -2.8223 31.6090
H -0.9045 -1.1631 31.7217
C 8.7122 10.1495 35.8569
C 8.7224 8.9465 36.7989
C 9.2690 7.7364 36.0889
C 9.0918 6.4963 36.8960
N 9.7566 5.2689 36.2572
C 9.3339 3.9237 36.9116
C 10.0479 3.9195 38.2573
C 11.3155 4.7997 38.1118
C 11.1992 5.2864 36.6306
C 9.5847 5.1739 34.7389
C 8.1646 5.0391 34.3626
C 8.0233 5.3330 32.8485
H 8.3074 11.0458 36.3200
H 8.1471 9.9673 34.9439
H 9.7395 10.3555 35.5098
H 7.7039 8.7173 37.1441
H 9.3583 9.2065 37.6691
H 10.3304 7.8119 35.8758
H 8.7005 7.6217 35.1424
H 8.0501 6.3179 37.0515
H 9.5284 6.6021 37.8814
H 9.6873 3.1159 36.3087
H 8.2493 3.9078 36.9649
H 10.3612 2.9465 38.5625
H 9.3713 4.2118 39.0830
H 12.2288 4.2931 38.3868
H 11.2308 5.6726 38.7441
H 11.6315 4.5766 35.9559
H 11.6777 6.2410 36.5495
H 10.2362 4.3258 34.4039
H 10.0796 6.0835 34.3818
H 7.4806 5.7326 34.9216
H 7.8696 4.0092 34.6330
H 8.1564 6.4022 32.6509
H 6.9841 5.1524 32.5477
H 8.6021 4.6664 32.2095
As 5.4719 4.2217 28.7705
F 5.1065 5.5442 29.8813
F 6.5173 5.3213 27.8645
F 5.7901 2.8589 27.6378
F 4.3430 3.1271 29.6541
F 4.0418 4.7225 27.7446
F 6.8338 3.7673 29.8149
*
```

Output
* lowest unoccupied orbital energy: -0.3488 Eh
* frontier orbital gap: 11.31 eV



The following is a quantum chemistry calculation of 14 unconnected molecules or ions with the total composition C65H144B4F19N9O11, from the OMol25 dataset.

```
! RIJCOSX wB97M-V def2-TZVPD def2/J DEFGRID3
* xyz 4 1
C -4.6184 2.4981 1.1566
C -5.7157 2.4574 0.0037
C -6.4699 1.1278 -0.1666
C -7.7256 1.2651 -1.1146
C -8.6594 2.2459 -0.4601
C -8.1946 3.6772 -0.3388
N -6.6991 3.6375 0.2245
O -6.3462 4.4914 0.9246
C -9.0045 4.3969 0.7287
C -8.0495 4.5287 -1.6755
C -5.1101 3.0180 -1.3446
H -4.0671 3.4482 1.1212
H -3.8034 1.7767 1.0096
H -5.1596 2.4273 2.0693
H -6.7578 0.7421 0.8051
H -5.7941 0.5317 -0.7226
H -8.2676 0.3565 -1.2664
H -7.4259 1.5997 -2.1203
H -8.8226 1.8865 0.5473
H -9.5243 2.2955 -1.0947
H -9.0179 3.7927 1.6528
H -10.0851 4.5592 0.4232
H -8.5727 5.3759 0.8215
H -8.9998 4.6691 -2.1074
H -7.6197 3.9498 -2.4580
H -7.4761 5.4377 -1.4189
H -4.5763 4.0129 -1.2762
H -5.8804 3.0105 -2.1195
H -4.3254 2.2452 -1.5735
C 8.7053 -0.7057 1.9467
C 7.7015 -1.3442 2.8857
C 8.3626 -2.3359 3.8814
C 9.5296 -1.6659 4.6577
C 9.0270 -0.6098 5.6010
C 8.1875 0.5179 4.8612
N 7.2124 -0.2226 3.8973
O 6.0909 -0.0592 4.0221
C 9.1684 1.4939 4.1773
C 7.2526 1.2543 5.8683
C 6.4410 -1.8723 2.2580
H 9.5454 -0.4413 2.5322
H 8.2834 0.1234 1.4752
H 9.0102 -1.5056 1.2011
H 8.7999 -3.1515 3.2908
H 7.5747 -2.8008 4.5481
H 10.3242 -1.3139 3.9310
H 10.1270 -2.3537 5.2222
H 9.8526 -0.1285 6.1172
H 8.3578 -0.9803 6.3665
H 9.5881 1.9827 5.0970
H 8.7227 2.2207 3.5573
H 9.9345 0.9962 3.6230
H 6.6127 1.8753 5.3038
H 7.8779 1.8227 6.5306
H 6.6670 0.5753 6.4719
H 6.5109 -2.8299 1.7193
H 6.0874 -1.1090 1.5655
H 5.7574 -1.9871 3.1740
C 2.7728 7.2986 0.2143
C 1.9258 6.2851 -0.6430
C 2.2421 4.8016 -0.2251
C 1.7372 4.4524 1.1607
C 0.2565 4.7749 1.3759
C -0.0332 6.2473 1.0729
N 0.5833 6.6023 -0.1746
O -0.1621 7.3447 -1.0025
C 0.4503 7.2304 2.1627
C -1.5130 6.3950 0.9892
C 1.9321 6.5443 -2.1201
H 2.6640 7.1117 1.2628
H 2.5559 8.3086 -0.0757
H 3.8013 7.0433 -0.0175
H 3.3520 4.7741 -0.1834
H 1.9563 4.0656 -0.9800
H 2.3005 5.0078 1.9442
H 1.9410 3.4044 1.3241
H -0.0703 4.5232 2.3925
H -0.4449 4.1607 0.8061
H 0.1877 8.3030 1.9843
H 1.4876 7.0923 2.4638
H -0.1016 6.8076 3.0233
H -1.9895 5.6894 0.2656
H -1.8747 7.3750 0.6974
H -1.8979 6.1974 2.0253
H 2.7585 6.0026 -2.5384
H 2.1135 7.6241 -2.2328
H 1.0470 6.2386 -2.6689
C -3.0420 -2.3809 1.0826
C -3.4908 -2.7261 2.4677
C -4.4399 -1.5658 2.9641
C -5.3262 -1.9898 4.1963
C -6.3373 -3.0261 3.7880
C -5.6177 -4.3346 3.3531
N -4.3974 -3.9945 2.2719
O -4.3217 -4.5925 1.3459
C -6.5136 -5.2243 2.4282
C -4.9348 -5.0879 4.4623
C -2.4685 -3.1259 3.5215
H -2.5605 -1.4201 1.1016
H -3.9098 -2.3369 0.4201
H -2.3562 -3.1502 0.6908
H -5.0915 -1.1775 2.1500
H -3.7641 -0.7405 3.3109
H -5.8264 -1.0665 4.5749
H -4.6728 -2.3277 4.9988
H -6.9886 -2.7577 2.9581
H -6.9806 -3.4015 4.5817
H -6.1381 -6.2405 2.2781
H -6.7451 -4.6875 1.5175
H -7.4024 -5.3853 3.0005
H -4.1830 -5.7897 4.0576
H -5.7529 -5.4784 5.1045
H -4.4744 -4.3618 5.1019
H -1.7992 -3.9008 3.1229
H -2.9036 -3.3980 4.5016
H -1.9006 -2.1782 3.5453
C 2.9683 -4.7530 -4.4445
C 3.4101 -3.6602 -5.4355
C 3.2949 -4.0580 -6.9241
C 1.7863 -4.1256 -7.3991
C 1.1776 -2.6641 -7.2636
C 1.1944 -2.1879 -5.7676
N 2.5909 -2.3411 -5.2062
O 3.1292 -1.4260 -4.8440
C 0.3018 -3.0846 -4.8492
C 0.8805 -0.7004 -5.7933
C 4.8401 -3.2043 -5.0705
H 3.6962 -5.5465 -4.5479
H 2.0419 -5.2085 -4.7088
H 2.9381 -4.3658 -3.4515
H 3.7526 -5.0196 -6.9021
H 3.9679 -3.4178 -7.5135
H 1.3233 -4.8364 -6.7189
H 1.6742 -4.5760 -8.3451
H 0.1406 -2.5961 -7.5794
H 1.8371 -1.9992 -7.8022
H 0.2414 -4.0971 -5.2325
H -0.7386 -2.6837 -4.9661
H 0.6567 -3.1502 -3.8666
H -0.1655 -0.5853 -6.2070
H 1.6057 -0.2530 -6.4815
H 0.9784 -0.1251 -4.8919
H 5.2111 -2.2566 -5.4283
H 5.4685 -3.9910 -5.5657
H 4.9699 -3.2763 -3.9727
C 0.5248 -0.2002 -2.2849
C -0.0856 0.2070 -0.9845
C 0.7304 1.3340 -0.2425
O 2.0746 0.9058 0.0060
C 2.1597 0.1491 1.1911
N -1.4865 0.6325 -1.0614
H -2.8002 -0.1329 -1.9141
H -1.7433 0.8001 -0.1061
H -1.6234 1.5143 -1.5142
H 0.7001 0.7062 -2.9297
H -0.0589 -0.9473 -2.8675
H 1.4784 -0.6482 -2.0681
H 0.0500 -0.7183 -0.4067
H 0.1181 1.4767 0.6517
H 0.7256 2.2321 -0.8005
H 1.3992 -0.6034 1.2561
H 2.0769 0.8321 2.0557
H 3.1666 -0.3990 1.1685
C 2.3823 0.0195 6.4078
C 0.8805 0.0517 6.2828
C 0.1593 -0.5398 7.4970
O -1.2119 -0.3110 7.4251
C -1.7905 -0.1512 8.6776
N 0.2836 1.3986 5.9931
H 0.8219 2.1123 6.5058
H 0.2562 1.6337 4.9924
H -0.6884 1.3938 6.3024
H 2.8489 0.6977 5.7083
H 2.8245 -0.9388 6.1521
H 2.7462 0.2451 7.4005
H 0.5825 -0.5344 5.4200
H 0.6144 -0.0289 8.3581
H 0.5295 -1.5614 7.5838
H -2.0778 -1.0970 9.0708
H -2.7295 0.4015 8.6106
H -1.1834 0.4030 9.4011
C 6.4419 0.5800 -2.9054
C 5.2659 1.3071 -2.2668
C 4.3549 1.7654 -3.3659
O 3.1133 2.1832 -2.8355
C 2.3130 2.8252 -3.8000
N 4.5943 0.3404 -1.3600
H 4.1292 -0.4721 -1.7772
H 5.3736 0.0225 -0.7423
H 3.8758 0.7356 -0.7269
H 6.9929 1.1726 -3.6578
H 6.1514 -0.4303 -3.3291
H 7.2322 0.2972 -2.1452
H 5.5892 2.1467 -1.6628
H 4.2887 0.9656 -4.1272
H 4.8128 2.5807 -3.9173
H 1.4101 3.2969 -3.2962
H 1.9718 2.1279 -4.5686
H 2.8635 3.6321 -4.3686
C -4.9688 -6.1883 -1.7641
C -4.4565 -5.8310 -3.1425
C -2.9259 -5.9983 -3.2746
O -2.2202 -4.9496 -2.7434
C -1.4070 -5.2610 -1.6072
N -5.1250 -6.5732 -4.2519
H -4.8766 -7.5524 -4.3474
H -6.1351 -6.5892 -4.0206
H -4.9798 -6.1161 -5.1458
H -4.5192 -5.4613 -1.1336
H -4.5366 -7.1685 -1.5485
H -6.0674 -6.2897 -1.7212
H -4.7535 -4.8316 -3.3788
H -2.6591 -6.0036 -4.3511
H -2.6086 -6.9520 -2.9488
H -0.8149 -4.3855 -1.3855
H -0.7460 -6.0879 -1.8619
H -1.9423 -5.5073 -0.7087
C -3.3906 -1.2502 -3.3204
O -3.1820 -0.6874 -4.5355
O -3.7107 -0.4571 -2.1913
C -4.6792 -2.1054 -3.3316
F -5.7721 -1.3604 -3.5723
F -4.4916 -3.1690 -4.2845
F -4.9091 -2.6821 -2.2052
C -3.0674 0.7583 -4.4950
C -2.7050 1.2111 -5.8543
H -2.5358 2.2814 -6.0002
H -1.7879 0.7210 -6.1959
H -3.5009 0.9956 -6.5939
H -2.2553 1.0263 -3.7984
H -4.0344 1.1886 -4.2135
H -2.4754 -1.8906 -3.0956
B 2.8624 -3.5179 -0.9861
F 3.9304 -2.8818 -1.5718
F 1.7524 -2.9648 -1.6006
F 2.9593 -4.8989 -1.2643
F 2.8421 -3.2053 0.3043
B -1.5307 0.9316 3.2571
F -2.0876 0.8015 4.4814
F -0.9479 2.2168 3.0800
F -0.5729 -0.0473 3.1564
F -2.4714 0.6779 2.2118
B 6.2566 2.0045 1.0762
F 6.8635 1.0879 0.1577
F 4.9184 1.6077 1.3623
F 7.0924 1.9159 2.1852
F 6.1276 3.2274 0.5518
B -1.7056 4.1046 -1.9422
F -1.7637 3.1151 -2.9690
F -0.3771 4.5949 -1.9385
F -2.7086 5.0199 -1.8633
F -1.9851 3.3893 -0.7873
*
```

Output
* lowest unoccupied orbital energy: -0.3162 Eh
* energy relative to the best compared isomer or geometry (same formula, charge and spin): 31.7 kcal per mole
* frontier orbital gap: 6.76 eV



no.,HOMO (eV)
1,-20.80
2,-15.37